Entry 1:
C22H20N3O4Pd | ωB97M-V/def2-TZVPD

Kohn-Sham gap (spin up / spin down) = 6.60 / 6.59 eV
HOMO energy (spin up / spin down) = -5.11 / -5.11 eV
Net charge = -1
Energy relative to the best compared isomer or geometry (same formula, charge and spin) = 208.06 kJ/mol
2S+1 = 1
LUMO energy (spin up / spin down) = 1.486 / 1.483 eV

Last column: natural (NBO) charge in e.
CARTESIAN COORDINATES (ANGSTROEM)
Pd -0.7359 0.7213 -0.8545  1.03
O -3.1733 3.8244 -0.1500  -0.61
O -2.0141 2.1783 -1.0722  -0.72
O -2.4186 2.4733 6.0776  -0.76
O -3.3814 4.1473 4.8935  -0.74
N -2.0385 -0.8023 -1.2742  -0.48
N -1.3786 1.1996 1.3865  -0.53
N 0.5499 -0.8233 -0.7830  -0.54
C -2.4973 -2.9050 -0.5271  -0.22
C -0.0963 -1.9433 -0.5575  0.16
C -2.4610 2.8485 -0.0387  0.74
C 2.6517 0.3782 -0.7023  -0.02
C 1.9345 -0.7769 -1.0600  0.11
C 0.9113 -2.2947 -3.6498  -0.61
C -1.4797 -1.9599 -0.7500  -0.05
C 1.8537 1.4607 1.4328  -0.60
C 1.9928 1.5858 -0.0810  -0.38
C -3.3473 -0.9874 -1.3413  0.01
C -2.7577 3.0839 5.0449  0.73
C 4.6894 -0.6460 -1.4908  -0.22
C -1.1311 0.6599 2.5800  0.01
C 1.8428 -2.8738 -2.5795  -0.44
C 3.9557 -1.7251 -1.9507  -0.24
C 4.0233 0.4173 -0.9082  -0.20
C -2.2904 2.4099 3.7249  -0.05
C -3.6805 -2.2898 -0.9028  -0.32
C -2.1147 2.3173 1.3395  0.06
C -2.5794 2.9528 2.4805  -0.20
C -1.5664 1.2248 3.7628  -0.23
C 2.5752 -1.8006 -1.7911  0.05
H 2.6025 2.4606 -0.3181  0.22
H 4.5690 1.3058 -0.6120  0.21
H 0.4463 -2.8299 -0.2463  0.20
H -4.0012 -0.2083 -1.7019  0.22
H -3.1631 3.8587 2.4076  0.27
H 1.2978 -3.5757 -1.9510  0.20
H 1.2352 2.2533 1.8518  0.23
H -2.3695 -3.9026 -0.1368  0.21
H 1.4731 -1.6445 -4.3224  0.20
H 2.6088 -3.4693 -3.0801  0.20
H 1.0239 1.8186 -0.5688  0.17
H 5.7611 -0.6097 -1.6374  0.21
H 0.4694 -3.0978 -4.2413  0.21
H -4.6719 -2.7125 -0.8800  0.22
H 0.0980 -1.7112 -3.2202  0.22
H -1.3574 0.7769 4.7248  0.25
H -0.5618 -0.2649 2.5782  0.18
H 4.4566 -2.5166 -2.4961  0.20
H 2.8428 1.5062 1.8927  0.21
H 1.4022 0.5076 1.6994  0.21


Entry 2:
C22H20N4O | ωB97M-V/def2-TZVPD

SMILES string = N#C[C@]12C=C[C@](C(=O)N3Cc4cccnc4Nc4ccccc43)(CC1)CC2
Kohn-Sham gap = 8.52 eV
HOMO energy = -7.92 eV
Net charge = 0
Energy relative to the best compared isomer or geometry (same formula, charge and spin) = 327.09 kJ/mol
2S+1 = 1
LUMO energy = 0.595 eV

Last column: natural (NBO) charge in e.
CARTESIAN COORDINATES (ANGSTROEM)
O -0.3748 2.0816 -1.5642  -0.61
N -0.5905 1.2973 0.4674  -0.46
N 5.4693 -2.5162 -2.3548  -0.33
N -2.3293 -0.5382 2.0610  -0.57
N -4.3261 -0.8097 1.2393  -0.47
C 3.2379 -1.0945 -1.9840  -0.22
C -1.9010 2.0154 0.6128  -0.23
C -5.0611 0.4189 -0.6369  -0.31
C 4.4358 -1.8980 -2.2604  0.31
C 0.7184 -0.6302 4.0011  -0.21
C -3.9447 1.3057 -0.6655  -0.13
C -5.1594 -0.6046 0.2585  0.05
C -0.0265 1.1960 -0.7851  0.70
C -3.2844 0.0116 1.2898  0.39
C -1.0541 -0.1192 2.3843  0.15
C -0.5200 -0.9403 3.4083  -0.21
C 2.5350 -0.4684 -3.2251  -0.40
C -0.2300 0.7575 1.7152  0.08
C 1.0015 1.1393 2.3325  -0.19
C 1.2085 0.4239 -1.2407  -0.20
C 1.5158 0.3660 3.4455  -0.24
C 3.6243 0.0056 -1.0379  -0.18
C 2.1629 -1.9266 -1.1087  -0.37
C 0.9127 -1.0604 -0.8821  -0.40
C -3.0746 1.1669 0.4752  -0.13
C 1.3819 0.4000 -2.8260  -0.36
C 2.5206 0.8182 -0.7406  -0.11
H 1.6956 1.8681 1.9617  0.23
H 4.6636 0.2272 -0.8520  0.24
H -6.0263 -1.2111 0.2980  0.19
H -1.1539 -1.8311 3.6877  0.21
H 0.6733 -1.0568 0.1636  0.22
H -3.9568 1.9833 -1.5515  0.24
H 2.0824 -1.3373 -3.7964  0.21
H -1.8511 2.4223 1.5807  0.21
H 2.4157 0.5842 3.9952  0.22
H 0.0894 -1.5665 -1.3885  0.22
H -5.9250 0.5532 -1.3349  0.22
H -2.7573 -1.3167 2.6550  0.42
H 0.5031 -0.0060 -3.3032  0.22
H 3.1333 0.0905 -3.9442  0.24
H 2.5878 1.7404 -0.2916  0.20
H -2.0225 2.8879 0.0010  0.25
H 2.5611 -2.1634 -0.1396  0.22
H 1.4795 1.4668 -3.3762  0.23
H 1.0812 -1.2737 4.8127  0.22
H 1.8786 -2.8588 -1.5563  0.22


Entry 3:
C22H20N7NaO2S4 | ωB97M-V/def2-TZVPD

Kohn-Sham gap = 5.35 eV
HOMO energy = -1.40 eV
Net charge = -2
Energy relative to the best compared isomer or geometry (same formula, charge and spin) = 7.93 kJ/mol
2S+1 = 1
LUMO energy = 3.956 eV

Last column: natural (NBO) charge in e.
CARTESIAN COORDINATES (ANGSTROEM)
S 0.2509 -2.1752 3.0871  -0.43
S -2.3133 -2.8710 -1.8274  -0.47
S 1.8976 -3.2580 -1.0124  0.31
S 4.2593 -1.4078 -0.8334  0.20
Na -0.7788 -0.7663 0.4901  0.86
O 0.2000 0.9790 1.0733  -0.73
O 4.3061 1.8985 0.9920  -0.72
N 1.7916 -0.8610 0.1138  -0.29
N -2.4110 -1.4975 3.5190  -0.50
N -0.5945 -0.8168 -1.9530  -0.54
N -2.4558 -0.9658 2.2716  -0.19
N 2.3550 0.3141 0.5329  -0.56
N -1.3071 -2.4423 5.2144  -0.83
N -3.0294 0.3148 -0.2392  -0.41
C -3.3872 0.8363 -1.4051  0.07
C 0.1818 0.0564 -2.6037  0.04
C -0.4470 -0.7858 -4.7232  -0.20
C 3.2607 -3.5323 -2.1566  -0.55
C 3.8496 3.9851 1.9594  -0.30
C -3.6160 -0.5021 1.9827  -0.04
C -1.2442 -2.0227 3.8857  0.26
C 1.5967 4.6357 2.5137  -0.29
C -5.6607 1.0154 -0.7465  -0.18
C -3.9659 0.1092 0.6931  0.18
C 3.3968 2.7527 1.4761  0.34
C -4.6871 1.2087 -1.7151  -0.29
C 4.5330 -3.0832 -1.4594  -0.54
C 2.9601 4.9141 2.4708  -0.21
C 0.3009 0.1313 -3.9779  -0.35
C 1.1458 3.4126 2.0351  -0.17
C -5.2995 0.4607 0.4668  -0.26
C -1.2462 -1.6978 -4.0779  -0.30
C 2.5295 -1.6967 -0.4633  -0.09
C -1.3280 -1.7239 -2.6539  0.07
C 2.0159 2.4603 1.5137  -0.15
C 1.4267 1.1587 1.0181  0.62
H -1.8313 -2.4233 -4.6280  0.21
H -0.3928 -0.7813 -5.8078  0.18
H -4.4098 -0.5807 2.7256  0.15
H 4.9134 4.1882 1.9224  0.20
H -2.5888 0.9491 -2.1337  0.20
H 0.0952 3.1466 2.0522  0.24
H 3.0966 -2.9594 -3.0705  0.21
H 4.7574 -3.7487 -0.6253  0.21
H 5.3884 -3.0534 -2.1374  0.21
H 0.8987 5.3593 2.9174  0.19
H -0.6037 -3.1238 5.4444  0.38
H -6.6926 1.2854 -0.9391  0.19
H 3.7703 1.0758 0.6978  0.50
H 0.9515 0.8609 -4.4424  0.20
H -2.2449 -2.6378 5.5286  0.37
H -6.0347 0.2825 1.2426  0.20
H -4.9227 1.6226 -2.6867  0.20
H 3.2795 -4.5969 -2.3948  0.22
H 3.3350 5.8629 2.8411  0.19
H 0.7490 0.7344 -1.9677  0.19


Entry 4:
C22H21AsN3O4S3Ta | ωB97M-V/def2-TZVPD

Kohn-Sham gap = 6.07 eV
HOMO energy = -14.48 eV
Net charge = +2
Energy relative to the best compared isomer or geometry (same formula, charge and spin) = 278.14 kJ/mol
2S+1 = 1
LUMO energy = -8.411 eV

Last column: natural (NBO) charge in e.
CARTESIAN COORDINATES (ANGSTROEM)
Ta 1.5546 -0.7320 -1.8426  1.53
As 0.5118 1.0362 -0.5254  0.89
S 1.4959 -1.8918 -3.8245  2.16
S 3.5192 0.1411 -0.8775  0.11
S -0.2641 -0.9889 -3.3120  -0.20
O 1.0595 -1.7587 -0.1357  -0.69
O 2.3193 -0.6538 -3.6014  -0.86
O 1.5347 -2.5742 -5.0521  -0.76
O 1.7858 -2.6135 -2.5650  -0.88
N -0.4174 -3.1989 -1.0916  -0.56
N -0.8243 -4.6164 0.5933  -0.35
N -1.8207 -5.0300 -1.5027  -0.73
C -2.1297 4.7854 -1.9187  -0.17
C 1.9660 2.1158 0.2484  -0.21
C -2.5837 3.9961 -0.8738  -0.18
C 0.0579 -3.6183 1.1456  -0.30
C 1.7625 3.3296 0.9159  -0.22
C 4.3542 2.3840 0.5118  -0.19
C -0.9444 4.4720 -2.5675  -0.19
C -1.0635 -4.3268 -0.6843  0.66
C -1.6773 -0.2392 0.8913  -0.28
C -0.1559 0.8855 2.3955  -0.25
C -0.6440 2.5805 -1.1030  -0.18
C -1.3854 -5.7096 1.3482  -0.43
C -2.0661 -0.3045 3.2608  -0.19
C -2.4400 -0.6581 1.9707  -0.20
C 0.2911 -2.7640 -0.0801  0.67
C 2.8517 4.0583 1.3716  -0.18
C -0.2034 3.3704 -2.1700  -0.26
C -0.5288 0.5320 1.0981  -0.17
C -0.9315 0.4648 3.4699  -0.18
C 3.2704 1.6571 0.0336  -0.21
C 4.1405 3.5798 1.1781  -0.16
C -1.8453 2.8986 -0.4523  -0.27
H 0.7352 3.6716 1.0547  0.24
H -1.3543 -6.6333 0.7686  0.23
H -1.9606 -0.4758 -0.1335  0.22
H -0.8010 -5.8505 2.2541  0.25
H 0.7376 1.4840 2.5533  0.24
H 5.3537 2.0168 0.3443  0.25
H -3.5153 4.2359 -0.3845  0.24
H -2.2193 -5.9152 -1.2344  0.43
H 0.7210 3.1179 -2.6845  0.22
H 4.9857 4.1378 1.5498  0.25
H 0.9872 -4.0560 1.5205  0.26
H -0.6006 5.0886 -3.3848  0.24
H -2.4197 -5.4936 1.6232  0.23
H -0.6529 0.7519 4.4740  0.24
H -0.4204 -3.0517 1.9532  0.26
H 2.6946 5.0016 1.8696  0.25
H -2.6657 -0.6149 4.1032  0.24
H -1.9262 -4.7184 -2.4556  0.44
H -2.6985 5.6488 -2.2269  0.24
H -3.3382 -1.2359 1.8079  0.23
H -2.1921 2.2821 0.3752  0.23


Entry 5:
C22H21BClN7O3STi | ωB97M-V/def2-TZVPD

Kohn-Sham gap = 7.09 eV
HOMO energy = -7.96 eV
Net charge = 0
Energy relative to the best compared isomer or geometry (same formula, charge and spin) = 48.78 kJ/mol
2S+1 = 1
LUMO energy = -0.878 eV

Last column: natural (NBO) charge in e.
CARTESIAN COORDINATES (ANGSTROEM)
Ti 9.1418 10.3731 9.3948  1.14
Cl 9.7966 6.2463 9.5056  -0.02
S 6.8305 11.3430 10.4005  -0.13
O 8.9556 8.9641 7.9633  -0.44
O 11.0954 9.5752 9.5777  -0.58
O 12.0044 10.4865 7.7308  -0.48
N 8.4217 12.0639 7.9694  -0.45
N 4.4097 9.4689 7.9371  -0.26
N 7.3299 7.3470 5.2371  -0.25
N 10.0274 11.9099 10.4164  -0.66
N 7.8286 13.7118 9.5991  -0.40
N 7.4283 13.7062 11.7295  -0.35
N 7.7335 9.2427 8.1829  0.05
C 7.9168 13.2796 8.2366  0.40
C 5.5031 7.1217 10.8910  -0.20
C 6.8018 8.6952 7.3916  -0.08
C 6.4516 8.0974 10.9942  -0.21
C 8.2166 14.9777 10.1282  -0.06
C 7.5547 14.1364 7.2198  -0.25
C 6.7638 13.3728 12.9663  -0.42
C 8.5176 11.6810 6.6840  0.08
C 7.9510 14.9591 11.4401  -0.04
C 10.6699 12.6976 11.0161  0.52
C 13.1509 9.6363 7.8143  -0.28
C 7.1060 5.7371 9.6915  -0.23
C 8.1315 6.6810 9.9697  -0.02
C 7.3733 12.9309 10.6206  0.33
C 5.4479 9.0996 7.6298  0.26
C 7.8006 7.9091 10.5568  -0.05
C 5.8140 5.9292 10.1902  -0.22
C 8.1893 12.5050 5.5929  -0.23
C 7.0984 7.9185 6.1997  0.25
C 11.0228 10.3083 8.5755  0.58
C 8.8315 8.8861 10.9129  -0.75
C 7.6524 13.7519 5.8715  -0.13
B 11.4561 13.6609 12.0299  -0.54
H 4.5361 7.2428 11.2842  0.21
H 12.2459 14.2100 11.3890  0.01
H 7.2822 4.8291 9.1834  0.22
H 5.9237 14.0668 13.1413  0.21
H 13.9139 10.2322 8.3373  0.20
H 6.2879 12.3832 12.8456  0.25
H 7.0831 15.0592 7.5258  0.23
H 10.5048 14.3246 12.4532  -0.02
H 5.0795 5.1406 10.1413  0.22
H 7.4295 13.4013 13.8373  0.23
H 8.5227 9.4655 11.7991  0.23
H 7.3183 14.4970 5.1246  0.24
H 9.8171 8.4330 11.1194  0.25
H 6.2176 9.0273 11.5559  0.22
H 12.9912 8.6890 8.3476  0.21
H 8.6701 15.7239 9.4974  0.24
H 8.2842 15.6468 12.1918  0.25
H 8.2959 12.1590 4.5852  0.24
H 8.8649 10.6902 6.5371  0.23
H 11.9362 12.8376 12.8023  0.03
H 13.5053 9.4470 6.8078  0.20


Entry 6:
C22H21Br45F3N2O2 | ωB97M-V/def2-TZVPD

Kohn-Sham gap = 4.79 eV
HOMO energy = -10.72 eV
Net charge = +1
2S+1 = 1
LUMO energy = -5.924 eV

Last column: Löwdin charge in e.
CARTESIAN COORDINATES (ANGSTROEM)
Br 0.3291 -6.1032 4.0144  0.57
Br 1.7884 6.4253 7.5793  0.54
Br 1.6278 -8.7255 -9.4467  0.57
Br 2.5284 2.9752 2.6581  0.57
Br 7.4119 8.3656 1.0928  0.56
Br 2.0690 -4.9786 -9.5728  0.51
Br -5.0730 -6.5769 -6.6242  0.55
Br -0.1841 -4.9837 -6.1134  0.56
Br -7.1756 -5.8183 -8.9455  0.56
Br -0.0860 -0.0970 3.4196  0.86
Br 4.3671 3.0915 9.6291  0.57
Br 10.2917 -1.8556 4.3987  0.54
Br 2.9756 -5.0786 -12.6635  0.57
Br 3.9518 1.2858 12.2656  0.57
Br -6.9375 0.8894 -2.1283  0.61
Br -0.1605 -4.9917 -2.8910  0.60
Br 7.2370 -1.8937 6.2414  0.52
Br -0.3736 -3.3953 2.4149  0.63
Br 9.6300 -4.4990 6.1190  0.53
Br 6.5053 8.4656 4.1835  0.56
Br -3.5784 9.3308 -2.5635  0.58
Br 4.8663 -0.1789 7.5919  0.52
Br -6.5814 4.0615 -1.6860  0.56
Br -6.3989 8.0858 -1.6255  0.57
Br -4.2106 2.3467 -3.0366  0.98
Br -0.5013 -1.9027 6.0561  0.57
Br 2.3746 -1.8071 4.6052  0.54
Br 4.5102 -3.3510 7.1497  0.54
Br -4.1664 -6.6769 -9.7149  0.52
Br 2.7042 6.0614 1.7476  0.57
Br -0.8633 -2.2838 -4.4904  0.84
Br -1.3815 -7.8670 -8.6773  0.50
Br 0.3055 -6.0952 0.7919  0.54
Br 6.8277 1.3814 10.8147  0.55
Br -10.6576 1.4306 -3.2433  0.53
Br -3.7543 6.2446 -1.6529  0.51
Br -0.1162 4.8165 2.6855  0.57
Br -0.0337 -4.2201 -11.8940  0.55
Br 0.7211 -8.6255 -6.3560  0.55
Br 4.4027 9.2242 1.8623  0.53
Br 3.6664 7.4219 10.0010  0.55
Br 0.6157 6.5586 10.5780  0.56
Br 9.9215 -4.6925 2.9155  0.56
Br -10.3979 3.9044 -1.1945  0.54
Br -11.0971 0.9606 -0.0856  0.56
F -0.8438 4.0357 -1.5307  -0.01
F 0.5047 2.3269 -0.5136  0.01
F -1.7080 2.8425 0.4702  0.02
O -0.7655 0.0933 1.1746  -0.35
O -0.7399 -1.9984 -0.0214  -0.06
N -2.5996 1.1093 -4.3466  -0.13
N -1.7939 -0.2963 1.9816  -0.27
C -1.5062 1.6094 -1.8481  0.02
C 0.1598 -8.9494 -8.1901  -1.56
C 0.7453 -0.8281 5.0191  -1.50
C 1.5942 4.4659 1.8278  -1.60
C -5.6872 2.3359 -1.7701  -1.47
C -0.9711 -0.6656 -0.0934  -0.16
C 0.6373 -5.0573 2.4034  -1.57
C -0.9266 2.7291 -0.7826  -0.18
C -2.0561 -1.0542 -2.6625  -0.11
C 5.1984 2.3604 11.2286  -1.58
C -1.4949 0.0022 -1.5029  0.09
C 5.7605 -1.9045 7.5079  -1.57
C -2.0918 2.1041 -3.3009  -0.25
C 2.1919 6.2669 9.4758  -1.62
C 0.1477 -3.9458 -4.5019  -1.50
C 10.5036 -3.7846 4.5346  -1.59
C -5.6344 -6.9007 -8.4583  -1.59
C -4.6884 7.7353 -2.4832  -1.60
C -2.5793 -0.4099 -4.0858  -0.13
C -11.2717 2.2072 -1.5688  -1.59
C 1.5076 -5.3025 -11.4069  -1.61
C 5.9439 8.1418 2.3494  -1.62
H -2.0036 0.4298 2.7071  0.05
H 11.5751 -3.9816 4.6440  -0.02
H -2.0392 -2.2334 -2.4827  0.08
H 5.4867 3.2103 11.8560  -0.02
H 1.2085 -3.6747 -4.5090  -0.01
H 1.0336 0.0218 5.6465  -0.02
H -4.9028 7.4427 -3.5164  -0.02
H 5.6302 7.0943 2.2912  -0.05
H -5.2579 2.1497 -0.7801  -0.01
H 1.3798 4.1733 0.7946  -0.06
H -2.6362 -0.5473 1.4179  0.12
H -2.9754 1.4200 -5.2865  0.16
H 6.1898 -2.0907 8.4979  -0.02
H -5.9481 -7.9482 -8.5165  -0.02
H 1.1938 -6.3499 -11.4650  -0.05
H 2.5165 5.2355 9.6486  -0.10
H 1.6982 -4.7862 2.3963  -0.02
H -2.9576 -1.1325 -4.9254  0.10
H -12.3400 2.4167 -1.6863  -0.02
H -2.1338 3.2493 -3.5989  0.13
H -0.1540 -9.9968 -8.2483  -0.02


Number 1: electronic energy -1443.5429 Ha. Number 2: electronic energy -1144.5034 Ha. Number 3: electronic energy -3139.3147 Ha. Number 4: electronic energy -4803.0080 Ha. Number 5: electronic energy -3192.6024 Ha. Number 6: electronic energy -117240.0592 Ha.